# 1
Below is a structure of composition C29H41N9O2Pd, with properties calculated with the ωB97M-V functional and the def2-TZVPD basis.

Geometry as XYZ:
```
82
Properties=species:S:1:pos:R:3:forces:R:3
Pd -0.0044 -0.1461 0.4329 0.25 -0.27 -0.01
C 1.8484 -1.5245 4.3280 -0.04 -0.03 -0.02
C 1.5315 -0.8025 3.1747 0.06 0.03 -0.01
N 0.6130 -1.1898 2.3040 0.00 0.01 0.10
C -0.0490 -2.3526 2.5370 -0.08 -0.10 0.00
C 0.2022 -3.1447 3.6682 0.02 0.06 -0.03
C 1.1799 -2.6971 4.5783 -0.03 0.04 -0.06
C -0.5239 -4.3668 3.8605 -0.06 -0.03 -0.04
C -1.4467 -4.7731 2.9626 0.05 0.05 0.02
C -1.7219 -3.9910 1.7912 0.08 0.09 0.00
C -2.6699 -4.3781 0.8247 0.00 0.05 -0.04
C -2.8840 -3.5825 -0.2753 0.01 -0.03 0.03
C -2.1509 -2.4015 -0.4070 -0.06 -0.01 -0.08
N -1.2515 -2.0130 0.4832 -0.08 0.09 0.19
C -1.0310 -2.7891 1.5764 0.01 -0.06 0.07
H 2.6111 -1.1572 4.9989 0.02 0.01 0.02
H 2.0600 0.1142 2.9428 0.00 -0.02 0.00
H 1.3993 -3.2827 5.4619 0.00 -0.02 0.02
H -0.3136 -4.9564 4.7424 0.00 -0.03 0.02
H -1.9927 -5.6950 3.1087 -0.01 -0.03 0.01
H -3.2245 -5.2985 0.9581 0.00 -0.01 0.00
H -3.6059 -3.8562 -1.0309 -0.01 0.00 -0.02
H -2.2913 -1.7385 -1.2520 -0.02 -0.01 -0.02
C -0.2398 4.0238 3.7354 0.02 -0.04 0.06
N -1.3167 3.2178 3.1659 0.00 -0.02 -0.08
C -2.6517 3.4125 3.6920 -0.10 0.03 0.00
C -3.4932 2.4239 2.9151 0.02 0.06 0.03
N -2.5683 1.8863 1.9553 -0.11 -0.06 -0.04
C -2.9986 1.0306 0.8788 0.02 -0.02 -0.02
C -1.2547 2.3039 2.1404 0.39 -0.08 -0.10
N -0.2759 1.8568 1.4204 -0.36 0.03 0.09
C 1.0547 2.4709 1.4810 0.02 0.07 0.11
C 1.8395 2.1960 0.2158 0.05 0.00 -0.07
N 2.0107 0.7556 -0.0106 0.10 0.09 -0.26
C 2.8955 0.3413 -0.8619 -0.25 0.32 0.22
N 3.0635 -1.0175 -1.1345 0.00 -0.19 -0.01
C 2.2704 -2.0672 -0.5582 -0.09 -0.02 0.00
C 4.1121 -1.2972 -2.0699 0.02 0.09 -0.07
C 4.6967 0.0672 -2.3579 0.10 -0.05 -0.03
N 3.8339 0.9731 -1.6236 -0.02 -0.08 0.07
C 4.1295 2.4007 -1.7294 -0.03 0.02 -0.03
H -0.6119 4.4670 4.6557 0.03 0.00 0.00
H 0.0321 4.8273 3.0505 0.01 0.03 0.04
H 0.6235 3.4049 3.9613 0.02 0.02 -0.01
H -2.9671 4.4501 3.5314 -0.03 -0.03 0.00
H -2.6462 3.2358 4.7712 -0.02 0.00 -0.02
H -4.3458 2.8724 2.3954 0.02 0.00 0.01
H -3.8930 1.6126 3.5384 0.00 0.01 0.01
H -4.0647 1.1787 0.7229 0.00 -0.01 -0.01
H -2.8223 -0.0160 1.1579 -0.01 0.04 -0.02
H -2.4236 1.2538 -0.0231 -0.05 -0.02 0.04
H 1.6117 2.0990 2.3457 0.00 0.02 -0.07
H 0.9804 3.5554 1.5657 0.04 -0.05 0.00
H 2.7966 2.7032 0.3309 -0.05 0.01 0.01
H 1.3077 2.6386 -0.6333 0.00 0.00 0.04
H 2.2563 -1.9538 0.5273 -0.01 -0.02 -0.01
H 2.6935 -3.0272 -0.8429 -0.02 0.00 0.02
H 1.2447 -1.9886 -0.9467 0.11 -0.02 -0.01
H 3.6796 -1.7833 -2.9549 0.01 0.01 0.01
H 4.8184 -2.0111 -1.6301 0.00 0.01 0.00
H 4.6843 0.3260 -3.4191 -0.01 -0.03 0.01
H 5.7283 0.1687 -2.0046 -0.02 -0.04 -0.02
H 4.8070 2.5313 -2.5690 -0.01 0.03 0.00
H 4.6297 2.7546 -0.8286 0.03 0.03 -0.01
H 3.2227 2.9683 -1.9144 0.03 0.02 0.01
O 0.8295 0.1777 -2.8527 0.13 -0.08 -0.14
C -0.3594 0.4247 -2.6237 -0.16 0.13 0.26
O -0.9485 0.3678 -1.4964 0.00 0.13 -0.23
C -1.2718 0.8475 -3.7898 0.07 -0.07 0.08
N -0.4494 0.8995 -5.0580 0.04 0.03 -0.03
C -1.0640 -0.0580 -6.0639 0.08 0.03 -0.03
C -2.5121 -0.1281 -5.6227 -0.04 -0.03 -0.06
C -2.4056 -0.1439 -4.0999 0.00 0.02 0.08
H -1.6584 1.8488 -3.6017 0.00 -0.04 0.03
H 0.5103 0.6366 -4.7986 -0.01 0.00 0.03
H -0.4287 1.8439 -5.4407 0.00 -0.02 0.00
H -0.5500 -1.0106 -5.9464 -0.03 0.00 -0.01
H -0.8925 0.3242 -7.0668 -0.02 -0.03 0.00
H -3.0075 -1.0096 -6.0238 -0.01 0.01 0.01
H -3.0634 0.7474 -5.9689 0.00 0.01 0.00
H -2.1333 -1.1423 -3.7500 0.00 -0.01 -0.01
H -3.3288 0.1507 -3.6070 0.01 -0.01 0.00
```
Positions in Å, forces in eV/Å.

## Properties
- HOMO-LUMO gap (alpha / beta): 8.50 / 4.46 eV
- Lowest unoccupied orbital energy (alpha / beta): -9.80 / -13.85 eV
- Spin multiplicity: 5
- ⟨S²⟩: 6.049
- Total charge: +4

# 2
Below is a structure of composition C29H42AsIrNP, with properties calculated with the ωB97M-V functional and the def2-TZVPD basis.

Geometry as XYZ:
```
75
Properties=species:S:1:pos:R:3:forces:R:3
Ir 0.2880 0.3753 0.3732 0.27 0.15 -0.42
N 1.2144 -0.7124 1.9844 -0.02 0.06 0.22
C -0.0274 -1.2298 2.5287 0.00 -0.03 -0.07
C -0.3951 -0.9053 3.8246 0.00 0.08 -0.02
C -1.5932 -1.3783 4.3377 0.03 0.00 -0.01
C -2.4165 -2.1899 3.5585 -0.02 -0.05 -0.08
C -2.0441 -2.5247 2.2712 -0.09 -0.05 0.10
C -0.8547 -2.0390 1.7118 0.21 -0.07 -0.23
C -0.5099 -2.3785 0.3218 -0.06 0.22 0.41
C -0.7857 -3.6457 -0.1855 -0.09 -0.11 -0.07
C -0.5067 -3.9343 -1.5032 -0.01 0.01 0.07
C 0.0449 -2.9391 -2.3528 -0.01 0.06 0.02
C 0.3219 -1.6865 -1.8698 0.11 0.06 -0.15
C 0.0519 -1.3481 -0.5333 -0.02 0.12 0.12
H 1.6419 -0.0929 2.6717 0.05 -0.07 -0.01
H 1.9086 -1.4276 1.7723 -0.19 -0.14 -0.08
H 0.2643 -0.3101 4.4466 0.00 -0.01 0.01
H -1.8767 -1.1340 5.3527 0.01 0.01 0.01
H -3.3466 -2.5628 3.9658 0.00 0.00 -0.01
H -2.6967 -3.1395 1.6650 -0.01 0.00 0.02
H -1.1878 -4.4122 0.4638 0.00 0.00 0.00
H -0.6944 -4.9251 -1.8961 0.00 -0.01 0.00
H 0.2411 -3.1821 -3.3890 0.01 0.00 -0.01
H 0.7400 -0.9443 -2.5368 0.01 -0.05 0.00
C -3.0346 1.0036 1.0630 -0.01 -0.06 0.05
C -2.8691 1.3171 -0.4249 -0.03 0.04 -0.04
C -3.0712 0.0351 -1.2427 0.01 -0.02 -0.01
C -3.9228 2.3353 -0.8826 0.03 -0.02 -0.02
P -1.1360 1.9253 -0.7598 -0.13 -0.24 0.24
C -1.1116 2.3996 -2.4907 0.12 -0.03 -0.04
C -1.5346 3.6769 -2.8739 0.04 -0.05 0.04
C -1.6142 4.0084 -4.2157 0.01 -0.01 -0.07
C -1.2844 3.0718 -5.1878 0.00 0.01 0.03
C -0.8833 1.7945 -4.8176 -0.01 0.03 -0.02
C -0.7990 1.4613 -3.4762 -0.07 -0.05 0.07
C -0.6253 3.3587 0.3408 -0.12 0.09 -0.05
C -1.7123 4.3550 0.7565 0.04 0.01 -0.04
C -0.0861 2.6836 1.6126 -0.06 -0.08 0.00
C 0.5238 4.1175 -0.3353 -0.01 -0.02 0.02
H -3.9950 0.5071 1.2140 -0.01 0.02 0.00
H -3.0281 1.8933 1.6909 0.00 -0.01 0.00
H -2.2695 0.3065 1.4349 0.02 -0.01 0.01
H -4.0952 -0.3078 -1.0860 -0.01 -0.01 0.00
H -2.4027 -0.7727 -0.9356 -0.02 0.01 0.00
H -2.9466 0.2083 -2.3118 0.00 -0.01 0.00
H -4.9099 1.9206 -0.6684 0.01 -0.02 0.01
H -3.8713 2.5089 -1.9570 0.00 0.01 0.01
H -3.8552 3.2885 -0.3668 0.02 0.05 0.02
H -1.8174 4.4152 -2.1373 -0.01 0.01 0.02
H -1.9418 4.9979 -4.5037 0.00 0.00 0.00
H -1.3506 3.3350 -6.2348 0.00 0.00 0.00
H -0.6464 1.0606 -5.5760 0.00 -0.01 -0.01
H -0.5154 0.4567 -3.1915 -0.02 0.03 -0.02
H -2.5147 3.8942 1.3276 -0.02 0.00 -0.01
H -2.1465 4.8760 -0.0936 -0.02 0.01 -0.01
H -1.2537 5.1147 1.3941 0.01 -0.01 0.00
H -0.8425 2.1486 2.1875 0.00 0.02 0.00
H 0.3597 3.4256 2.2811 0.01 0.01 0.01
H 0.8162 2.0401 1.4050 0.06 -0.05 0.00
H 0.1905 4.6667 -1.2115 0.02 0.02 0.00
H 1.3379 3.4588 -0.6456 -0.06 0.04 -0.03
H 0.9327 4.8410 0.3728 0.01 0.00 0.01
C 3.4403 -0.8011 -0.8900 -0.01 -0.01 0.04
As 2.3730 0.7975 -0.7435 -0.06 0.11 0.02
C 3.4474 1.9361 0.3902 0.03 0.00 -0.02
C 2.3574 1.5660 -2.5081 0.01 -0.01 -0.01
H 4.4027 -0.5113 -1.3150 -0.01 0.03 0.01
H 2.9686 -1.5342 -1.5372 -0.01 0.00 -0.01
H 3.6156 -1.2333 0.0940 0.02 0.00 0.00
H 4.3114 2.2656 -0.1889 0.00 -0.04 -0.01
H 3.8022 1.3588 1.2436 -0.02 0.00 0.01
H 2.9013 2.8112 0.7306 0.01 0.00 -0.01
H 3.3404 2.0130 -2.6643 0.01 -0.03 0.01
H 1.5827 2.3195 -2.6181 0.03 0.00 0.03
H 2.2053 0.7766 -3.2423 -0.01 0.02 0.00
```
Positions in Å, forces in eV/Å.

## Properties
- HOMO-LUMO gap (alpha / beta): 7.03 / 4.92 eV
- Lowest unoccupied orbital energy (alpha / beta): -10.25 / -12.37 eV
- ΔE to the lowest compared entry with this formula, charge and spin: 0.0 kcal/mol
- Spin multiplicity: 2
- ⟨S²⟩: 0.770
- Total charge: +3

# 3
Below is a cluster of 3 separate species, C29H43BF6NO10S in total in a non-equilibrium geometry, with properties calculated with the ωB97M-V functional and the def2-TZVPD basis.

Geometry as XYZ:
```
91
Properties=species:S:1:pos:R:3:forces:R:3
C -4.0123 -1.8583 -3.6874 0.25 -0.12 -0.69
C -2.6386 -2.4569 -4.2417 -1.35 0.08 -0.36
C -2.9689 -3.1249 -5.6435 0.09 0.90 0.45
C -2.0156 -3.4696 -3.2104 -0.06 -0.06 -0.69
C -0.4596 -3.3429 -3.0034 -0.53 -0.05 0.31
C -0.1476 -2.2868 -1.8323 1.59 -0.18 0.29
C 0.8551 -1.1554 -2.2392 -3.41 -0.70 0.62
S 0.3665 -0.2541 -3.7425 0.98 0.11 -0.30
N 1.8902 -1.0155 -1.4637 -0.19 1.44 -1.44
C 2.8673 0.0504 -1.7919 2.52 0.08 1.44
O 2.2798 1.3559 -1.8415 0.69 -0.41 -1.09
C 3.0292 2.1693 -2.6727 -0.43 1.83 0.12
F 2.5420 3.4356 -2.5674 0.35 -1.66 0.08
F 4.3370 2.2279 -2.3001 -1.17 -0.54 -0.56
F 2.9363 1.8238 -3.9797 0.43 -0.04 1.20
C 1.9928 -1.9914 -0.3265 -3.36 -3.46 -0.20
C 3.1204 -3.0747 -0.4437 1.59 1.19 0.18
C 4.5756 -2.6099 -0.1080 0.65 -1.03 0.10
O 5.1826 -1.8542 -1.1684 -0.83 0.35 0.63
C 4.7618 -1.8959 1.2656 1.05 -0.06 0.91
F 4.4475 -0.5690 1.2664 0.11 -1.22 -0.26
F 4.1181 -2.4900 2.3020 0.37 0.46 -1.28
F 6.1157 -1.9690 1.5666 -1.34 0.26 -0.39
O 1.7202 -1.5190 0.9974 1.21 1.55 -0.90
C 1.1247 -0.2485 1.0418 -2.13 1.37 0.26
O 1.7351 0.7709 1.0290 0.90 -0.53 -0.31
C -0.4281 -0.1299 1.1800 -1.02 -1.28 0.97
C -1.3141 0.2071 0.0903 -0.92 -0.48 2.02
C -2.7411 0.2314 0.3872 0.44 -0.40 0.99
C -3.2684 -0.0727 1.7057 1.72 -0.14 0.08
C -2.3779 -0.4091 2.8051 0.66 0.57 -2.42
C -0.9578 -0.4242 2.5089 -1.11 -0.08 -0.50
C 0.6751 -2.8737 -0.6275 0.38 -1.58 -1.37
B -0.1010 -3.5117 0.6394 -0.40 0.59 1.26
O 0.6430 -4.1932 1.6117 -0.82 -0.21 -1.73
O -1.4971 -3.4108 0.7879 1.28 0.10 -0.15
H -4.0293 -1.7925 -2.5736 -0.02 0.03 -0.82
H -4.2088 -0.8441 -4.1329 0.22 -0.91 0.50
H -4.8519 -2.5106 -4.0414 0.61 0.48 0.58
H -2.0032 -1.5693 -4.4744 -0.04 -0.89 0.49
H -2.0650 -3.5856 -6.1107 -0.76 0.29 0.30
H -3.3495 -2.2920 -6.2974 0.41 -0.92 0.36
H -3.7985 -3.8648 -5.5448 0.78 0.38 -0.02
H -2.2168 -4.5097 -3.5814 0.12 0.87 0.31
H -2.5857 -3.3644 -2.2527 0.79 -0.21 -0.51
H -0.0872 -4.3584 -2.6961 -0.05 1.09 -0.26
H 0.0153 -3.0470 -3.9741 -0.30 -0.33 0.83
H -1.1754 -1.9508 -1.5557 1.09 0.61 -0.04
H -0.5157 0.7317 -3.3719 0.60 -0.70 0.70
H 3.4722 -0.2049 -2.7037 -1.03 0.11 0.60
H 3.6095 0.0638 -0.9490 -0.83 -0.15 -0.74
H 2.8838 -3.9507 0.2124 -0.08 1.04 -0.30
H 3.1571 -3.4789 -1.4924 -0.17 0.63 0.89
H 5.1960 -3.5498 -0.0440 -0.73 0.75 0.39
H 5.9059 -1.3085 -0.8118 -0.19 -0.38 -0.11
H -0.9269 0.4136 -0.9282 -0.38 -0.02 0.89
H -3.5036 0.4561 -0.3937 0.96 -0.11 0.53
H -4.3638 -0.0564 1.9120 1.04 0.04 -0.45
H -2.7846 -0.6402 3.8148 0.62 0.31 -0.92
H -0.2836 -0.7128 3.3507 -0.42 0.36 -0.97
H 1.1065 -3.8141 -1.0875 -0.52 0.74 0.46
H 0.0990 -4.9200 1.9639 0.18 0.52 0.37
H -1.7693 -2.4919 0.9727 -0.08 -0.35 -0.27
O -0.5152 6.7852 -4.5828 0.06 0.20 0.29
C 0.3989 6.9537 -3.8195 0.16 -0.15 -0.36
O 0.4446 8.0620 -3.0598 -0.47 0.16 0.13
C 1.3820 8.2741 -1.9978 0.31 0.05 -0.02
C 2.6905 8.8284 -2.5230 0.09 -0.06 -0.16
C 1.5483 5.9789 -3.7650 -0.02 -0.30 0.46
H 1.5173 7.3644 -1.4087 0.02 -0.03 -0.11
H 0.9238 9.0061 -1.3326 -0.19 -0.06 -0.16
H 3.1765 8.1314 -3.2077 0.02 -0.03 0.09
H 3.3763 9.0379 -1.7004 -0.04 0.00 -0.02
H 2.5166 9.7510 -3.0789 -0.04 0.00 0.11
H 2.2527 6.2114 -4.5643 -0.04 0.00 0.03
H 1.1541 4.9751 -3.9136 -0.04 0.15 -0.24
H 2.0714 5.9658 -2.8114 0.12 0.16 -0.09
O -2.3729 0.7321 5.7616 -0.02 -0.46 0.06
C -2.4442 0.2273 6.8547 -0.18 0.44 0.24
O -2.6743 -1.0915 6.9671 0.22 -0.25 -0.51
C -2.5985 -1.8226 8.1996 -0.20 -0.03 0.33
C -3.9006 -1.7380 8.9688 -0.11 0.17 -0.01
C -2.3694 1.0689 8.1014 0.55 -0.02 0.25
H -1.7392 -1.5015 8.7914 -0.06 0.11 -0.04
H -2.4116 -2.8604 7.9237 0.03 0.12 -0.23
H -4.1344 -0.7106 9.2518 0.07 -0.04 0.07
H -3.8499 -2.3420 9.8759 0.01 0.01 -0.04
H -4.7290 -2.0951 8.3548 0.08 -0.08 0.02
H -3.3517 1.4975 8.3019 0.04 -0.02 -0.02
H -1.6542 1.8730 7.9309 -0.22 0.05 -0.14
H -2.0221 0.5288 8.9793 -0.20 -0.05 0.03
```
Positions in Å, forces in eV/Å.

## Properties
- HOMO-LUMO gap: 6.78 eV
- Lowest unoccupied orbital energy: -4.81 eV
- Total charge: +1

Across the entries above, energy takes the values -51686.2925; -105185.5592; -80545.8382 eV, respectively.